[1]
37
Properties=species:S:1:pos:R:3 method="wB97M-V/def2-TZVPD" orbital_gap_ev="8.32 / 6.70" charge=-1 lumo_energy_ev="2.61 / 0.99" multiplicity=2 homo_ev="-5.70 / -5.71" e_above_lowest_kj_mol=33.0
Cu 1.916 0.426 1.582
N 3.176 -1.794 -0.520
C 1.830 -1.879 -0.250
N 1.007 -2.717 -0.854
N -0.189 -2.479 -0.272
N -0.093 -1.557 0.613
N 1.192 -1.135 0.654
C 3.966 -0.735 -0.136
N 5.198 -0.540 -0.557
N 5.585 0.596 0.068
N 4.651 1.055 0.812
N 3.588 0.222 0.714
H 3.532 -2.382 -1.253
C 0.342 0.657 -2.364
N -0.660 0.863 -1.342
C -0.494 1.561 -0.198
Se 0.961 2.582 0.317
N -1.614 1.423 0.532
C -2.505 0.591 -0.116
C -3.755 0.109 0.232
C -4.381 -0.725 -0.680
C -3.778 -1.066 -1.894
C -2.525 -0.588 -2.237
C -1.904 0.247 -1.324
H 1.224 1.232 -2.093
H -0.035 0.992 -3.331
H 0.593 -0.404 -2.414
H -1.625 1.709 1.508
H -4.207 0.357 1.182
H -5.354 -1.132 -0.442
H -4.293 -1.732 -2.573
H -2.042 -0.877 -3.160
O -1.093 1.358 3.202
Cl 0.117 1.457 3.974
O -0.101 0.994 5.300
O 0.639 2.780 3.947
O 1.128 0.531 3.369



[2]
24
Properties=species:S:1:pos:R:3 method="wB97M-V/def2-TZVPD" orbital_gap_ev="7.82 / 5.77" charge=+1 lumo_energy_ev="-3.96 / -5.32" homo_ev="-11.79 / -11.10"
C 1.970 -2.399 -0.364
C 0.939 -3.273 -0.589
C 1.796 -1.095 0.043
C -0.355 -2.869 -0.187
C 0.523 -0.645 0.336
C -0.530 -1.600 0.213
C 0.078 0.660 0.676
C -2.742 -0.191 -1.159
C 0.107 2.881 -0.660
C 0.291 3.202 0.779
N 0.694 1.889 0.294
O -2.918 -1.175 1.498
O -1.314 0.715 0.751
S -2.086 -0.761 0.434
Cl -4.081 0.829 -0.910
H 2.940 -2.733 -0.588
H 1.092 -4.228 -0.711
H 2.695 -0.392 0.138
H -1.276 -3.358 -0.385
H -0.859 2.442 -0.944
H 0.814 3.282 -1.420
H 1.131 3.819 1.099
H -0.599 3.284 1.500
H 1.691 1.716 0.155



[3]
33
Properties=species:S:1:pos:R:3 method="wB97M-V/def2-TZVPD" orbital_gap_ev="6.82 / 5.01" lumo_energy_ev="-1.07 / -2.82" multiplicity=5 homo_ev="-7.90 / -7.83" e_above_lowest_kj_mol=0.0
Co 0.397 0.194 0.794
S 0.138 -3.440 4.054
Sb -0.940 -1.708 3.042
S 0.422 0.307 3.071
S -0.738 -1.745 0.630
S -3.090 -1.138 3.602
N 0.968 0.121 -3.488
C 0.051 0.237 -2.517
N 0.665 0.274 -1.361
C 1.985 0.169 -1.690
N 2.205 0.080 -2.981
C 2.986 0.164 -0.641
C 4.353 0.227 -0.895
N 5.244 0.230 0.081
C 4.773 0.171 1.321
C 3.415 0.102 1.592
N 2.514 0.095 0.613
H 0.835 0.087 -4.484
H -1.011 0.292 -2.669
H 4.704 0.273 -1.918
H 5.498 0.170 2.125
H 3.046 0.043 2.607
S -1.032 2.189 0.649
C -2.382 1.302 0.115
N -3.119 0.606 1.031
C -4.116 -0.215 0.678
C -4.493 -0.291 -0.631
C -3.788 0.519 -1.524
N -2.765 1.273 -1.169
H -2.824 0.600 2.013
H -4.559 -0.787 1.480
H -5.282 -0.950 -0.957
H -4.061 0.551 -2.574



Here are the calculated E_tot numbers, same order: -5791.7169 -1449.5217 -4383.7799 (hartree).